A 2-piece molecular cluster, C8H12N2O2 overall in a non-equilibrium geometry. Source: the Open Molecules 2025 dataset; level of theory: the ωB97M-V functional and the def2-TZVPD basis.

For the gap between HOMO and LUMO, the calculation gives 9.878 eV. The energy comes out at -15559.34835 eV. The energy above the lowest of the compared OMol25 structures with the same formula, charge and spin is 7.561 eV. The molar mass comes out at 168.20 g/mol. The SMILES is C#COC(C)(C)C.N#C/C=N\O. For the HOMO energy, the calculation gives -9.54 eV.

Geometry as ORCA input:
```
! wB97M-V def2-TZVPD RIJCOSX def2/J DEFGRID3
* xyz 0 1
N 3.2241 -0.0287 -0.8084
C 3.0613 0.4600 0.2097
C -1.0468 0.2228 -0.6388
O 1.8741 -0.6361 2.6178
H -1.8110 -1.5470 -1.3930
C 2.7270 1.1409 1.4115
H -0.8855 -0.6251 -2.6954
H 2.9651 2.0982 1.3940
H -2.0615 1.0712 1.2191
H -2.6486 -0.4519 -2.1504
H -3.0623 0.8428 -0.0320
H 0.4232 -3.7294 1.0341
N 2.2644 0.6160 2.4745
C -0.0195 -1.6409 0.3514
H -2.2138 -0.6156 0.8790
O 0.0633 -0.4165 -0.0621
H 0.0378 1.9767 -0.3157
H -1.2425 2.3876 -1.4370
C -2.1630 0.4229 0.3805
C -0.4650 1.5564 -1.1978
H 0.2974 1.3880 -2.1040
C -1.6345 -0.6129 -1.7880
H 2.1412 -1.1698 1.7860
C 0.1750 -2.7098 0.8650
*
```